(1)
{"formula": "C8H14NO5PtSSi", "method": "ωB97M-V with the def2-TZVPD basis set", "species": ["C", "H", "H", "S", "N", "H", "H", "C", "H", "Si", "H", "O", "O", "O", "C", "H", "H", "C", "H", "H", "O", "O", "C", "Pt", "H", "H", "C", "H", "C", "H", "C"], "xyz": [[-1.58, 1.64, 1.93], [-1.05, 0.98, 2.61], [3.41, -1.26, -1.95], [0.78, 1.35, -2.87], [0.62, 3.85, -1.63], [-3.24, 1.73, -1.71], [3.57, -0.30, 1.46], [2.96, -1.47, -0.97], [-3.51, -1.04, -0.33], [-1.82, 0.79, 0.20], [3.66, -2.04, -0.35], [0.78, -2.01, -1.93], [1.94, -3.62, -0.90], [2.66, -0.21, -0.41], [1.68, -1.43, 1.50], [1.11, -4.12, -0.99], [-3.59, 2.58, -0.21], [1.71, -2.33, -1.21], [2.08, 0.69, 1.30], [-1.03, 2.56, 1.84], [1.89, -1.91, 2.60], [0.83, -1.79, 0.64], [2.57, -0.24, 1.01], [0.09, 0.08, -0.92], [-2.65, -1.38, 1.16], [-2.13, 2.94, -1.11], [0.67, 2.79, -2.08], [-2.55, 1.86, 2.38], [-3.12, -0.59, 0.58], [-3.95, -0.21, 1.16], [-2.80, 2.14, -0.81]], "homo_energy_ha": [-0.1874, -0.1874], "lumo_energy_ev": [2.1, 2.1], "charge": -1}


(2)
{"formula": "C3H8O2", "method": "ωB97M-V with the def2-TZVPD basis set", "species": ["H", "O", "C", "H", "H", "H", "H", "O", "H", "C", "C", "H", "H"], "xyz": [[-0.54, 1.33, 2.06], [1.33, 0.61, -0.73], [-0.82, -0.51, -1.26], [1.11, -1.21, -0.64], [-1.39, 0.45, -0.79], [-0.59, -0.53, -2.29], [0.88, 1.44, -0.44], [-0.04, 1.29, 1.08], [-1.34, -1.40, -0.82], [0.23, -0.14, 1.13], [0.51, -0.37, -0.44], [-0.60, -0.77, 1.50], [1.25, -0.20, 1.63]], "smiles": "C[C@@H](O)CO", "homo_energy_ha": -0.3518, "relative_energy_kj_mol": 230.0, "lumo_energy_ev": 0.7, "charge": 0}


(3)
{"formula": "C42H40BrFN3PS4Se2Sr", "method": "ωB97M-V with the def2-TZVPD basis set", "species": ["C", "H", "H", "H", "C", "C", "C", "C", "C", "S", "H", "H", "H", "H", "C", "H", "H", "C", "S", "C", "P", "C", "C", "C", "H", "C", "H", "H", "C", "C", "H", "C", "C", "H", "C", "C", "C", "C", "H", "H", "H", "C", "N", "C", "C", "H", "C", "H", "C", "C", "S", "C", "H", "N", "H", "H", "H", "F", "H", "H", "H", "H", "H", "N", "Sr", "H", "Se", "H", "H", "S", "C", "C", "C", "C", "C", "C", "H", "H", "C", "Br", "H", "Se", "H", "C", "H", "C", "H", "C", "H", "H", "C", "H", "C", "C", "C"], "xyz": [[-2.79, -4.31, -0.75], [3.19, 1.50, 0.09], [-4.78, -4.56, -1.50], [1.52, -6.03, 4.21], [-0.80, -4.54, 4.01], [-2.63, 1.42, 1.92], [1.87, -2.13, 3.29], [2.74, -4.18, -0.93], [2.67, 2.25, 0.68], [0.87, 3.05, -2.48], [-4.78, 1.73, 4.55], [-0.41, -6.73, -0.73], [-1.17, 3.35, 2.62], [-4.84, -1.41, -2.21], [4.44, -0.20, 2.71], [4.40, -1.06, 2.04], [-2.27, -8.01, -1.75], [-4.44, 1.55, 3.54], [-0.69, 1.93, -2.08], [1.29, -5.66, 3.21], [-2.93, -2.54, -0.31], [3.82, -4.89, -0.41], [3.11, 1.37, 4.15], [2.51, -1.10, 4.03], [-4.46, -6.92, -2.13], [-3.64, -6.36, -1.69], [4.34, 3.59, 0.71], [3.15, -0.44, 5.96], [-6.77, -1.46, -1.26], [3.32, 3.42, 1.03], [3.07, 5.28, 2.12], [-0.64, 2.59, 2.04], [-5.45, -2.61, 0.89], [-0.75, -4.38, -0.08], [-3.57, 1.00, 0.96], [-7.48, -1.79, -0.12], [1.35, -3.24, 4.00], [0.71, 2.86, 1.75], [3.88, 1.31, 4.93], [0.33, -3.97, 2.30], [0.74, 4.77, 2.76], [2.66, -1.23, 5.41], [-1.30, 1.54, 1.56], [-3.83, -5.03, -1.33], [0.54, -4.32, 3.31], [2.34, -2.44, 7.15], [-3.10, 1.69, 3.22], [-1.32, -3.60, 4.18], [2.20, -2.35, 6.08], [2.11, -3.26, -0.13], [2.15, -0.02, -2.18], [2.44, -2.95, 1.20], [4.81, 0.66, 2.14], [1.42, 1.95, 1.01], [-1.45, -5.17, 3.40], [-7.36, -2.61, 1.86], [-2.39, 1.96, 3.99], [1.04, -2.58, -0.67], [-5.61, 0.56, 0.52], [-8.54, -1.58, -0.05], [-7.28, -0.99, -2.10], [5.07, -5.15, 1.31], [-0.66, -5.04, 4.98], [1.74, -2.03, 1.90], [0.18, -0.32, 0.29], [0.66, -6.40, 2.71], [-2.11, -2.27, 1.64], [1.16, -4.20, 5.90], [4.34, -5.62, -1.02], [2.58, 1.86, -2.68], [-6.82, -2.37, 0.96], [-4.91, 0.88, 1.27], [1.32, 4.07, 2.17], [-5.41, -1.69, -1.33], [-1.37, -6.26, -0.90], [4.22, -4.62, 0.89], [2.22, -5.56, 2.66], [2.38, -4.32, -1.94], [3.56, -3.69, 1.67], [-7.18, 0.97, 3.00], [3.36, 2.22, 3.51], [-2.05, -1.40, -1.90], [2.16, 1.57, 4.63], [-1.56, -4.94, -0.53], [2.39, 0.30, 2.47], [-4.74, -2.27, -0.26], [-3.22, 0.78, -0.04], [-5.33, 1.15, 2.56], [-4.92, -3.01, 1.74], [3.89, -3.51, 2.69], [3.06, 0.10, 3.30], [5.16, -0.42, 3.51], [2.61, 4.35, 1.81], [1.55, -3.34, 5.37], [-2.42, -6.98, -1.47]], "homo_energy_ha": [-0.0280, -0.0759], "relative_energy_kj_mol": 72.9, "lumo_energy_ev": [3.6, 3.7], "charge": -2}


(4)
{"formula": "C5H9N2", "method": "ωB97M-V with the def2-TZVPD basis set", "species": ["C", "C", "H", "H", "C", "N", "N", "C", "H", "H", "H", "C", "H", "H", "H", "H"], "xyz": [[-2.43, -0.50, -0.16], [1.93, 1.03, 0.01], [-2.86, -0.65, 0.91], [-3.24, -0.06, -0.66], [2.58, -0.36, -0.16], [1.21, -0.22, -0.12], [-0.87, 1.44, 0.13], [-1.21, 0.22, 0.12], [3.12, -0.86, 0.63], [1.91, 1.67, -0.83], [-1.51, 2.23, 0.21], [0.05, -0.75, 0.08], [2.30, 1.47, 0.97], [3.00, -0.64, -1.13], [-0.08, -1.75, -0.07], [-2.34, -1.44, -0.60]], "smiles": "[H]/N=C(\\C)C=[N+]1CC1", "homo_energy_ha": -0.5288, "relative_energy_kj_mol": 447.8, "lumo_energy_ev": -5.4, "charge": 1}